Entry from OMol25: a 3-piece molecular cluster, C50H59N3O7P overall in a non-equilibrium geometry (the ωB97M-V functional and the def2-TZVPD basis).

```
120
Properties=species:S:1:pos:R:3
C 3.119 7.514 1.270
C 3.735 6.521 0.284
O 4.867 5.843 0.857
P 4.915 4.270 0.723
O 3.623 3.571 0.883
C 5.579 3.806 -0.895
C 4.670 4.249 -2.048
C 4.284 3.105 -2.994
C 3.642 1.971 -2.275
N 2.351 1.953 -1.746
C 2.125 0.768 -1.192
C 0.870 0.300 -0.535
C 0.276 1.360 0.421
C -1.241 1.204 0.654
C -1.757 -0.173 0.229
C -2.121 2.309 0.015
C -1.549 2.937 -1.273
C -0.952 4.307 -0.954
C -1.748 5.351 -0.639
C -2.982 5.719 -1.445
C -1.444 6.186 0.577
N 3.209 0.011 -1.334
C 4.189 0.743 -2.022
C 5.506 0.134 -2.362
C 6.413 -0.130 -1.128
N 7.687 0.581 -1.265
O 5.917 3.873 1.894
C 6.301 2.494 1.946
C 5.361 1.618 2.777
H 3.464 8.519 1.055
H 2.038 7.498 1.138
H 3.309 7.237 2.303
H 2.956 5.848 -0.066
H 4.076 7.087 -0.581
H 6.615 4.102 -1.051
H 5.601 2.716 -0.894
H 3.757 4.742 -1.725
H 5.213 4.985 -2.639
H 3.633 3.509 -3.771
H 5.159 2.725 -3.514
H 1.693 2.715 -1.790
H 1.165 -0.585 0.024
H 0.196 0.035 -1.348
H 0.765 1.206 1.381
H 0.575 2.354 0.099
H -1.404 1.272 1.729
H -1.070 -0.970 0.504
H -2.731 -0.322 0.691
H -1.938 -0.199 -0.848
H -2.353 3.052 0.772
H -3.076 1.853 -0.254
H -2.363 3.086 -1.984
H -0.797 2.301 -1.744
H 0.131 4.421 -0.958
H -3.840 5.109 -1.150
H -3.218 6.759 -1.250
H -2.779 5.557 -2.497
H -0.438 6.615 0.535
H -2.151 7.006 0.696
H -1.505 5.583 1.480
H 3.296 -0.935 -0.995
H 5.298 -0.809 -2.873
H 6.019 0.753 -3.088
H 5.884 0.220 -0.240
H 6.565 -1.202 -1.024
H 7.837 1.213 -0.494
H 8.460 -0.064 -1.322
H 6.443 2.044 0.964
H 7.278 2.478 2.424
H 4.338 1.977 2.782
H 5.437 0.598 2.404
H 5.708 1.608 3.809
C -9.686 -5.850 1.709
C -10.160 -4.936 2.645
C -9.780 -3.606 2.573
C -8.915 -3.186 1.571
C -8.422 -4.109 0.644
C -8.819 -5.438 0.712
C -7.459 -3.691 -0.411
O -7.028 -4.486 -1.220
C -7.025 -2.264 -0.443
C -6.086 -1.864 -1.384
C -5.678 -0.543 -1.436
C -6.213 0.389 -0.552
C -7.147 -0.005 0.391
C -7.549 -1.334 0.454
C -8.531 -1.749 1.499
O -8.996 -0.936 2.268
H -9.992 -6.886 1.763
H -10.828 -5.263 3.430
H -10.150 -2.892 3.295
H -8.445 -6.146 -0.015
H -5.675 -2.590 -2.072
H -4.941 -0.237 -2.168
H -5.896 1.424 -0.596
H -7.564 0.713 1.083
C -2.007 -4.185 -1.098
C -2.464 -5.498 -1.028
C -1.665 -6.483 -0.468
C -0.402 -6.162 0.014
C 0.063 -4.850 -0.078
C -0.746 -3.867 -0.624
C 1.429 -4.481 0.384
O 1.828 -3.329 0.300
C 2.295 -5.553 0.939
C 3.594 -5.249 1.329
C 4.408 -6.235 1.859
C 3.925 -7.530 2.011
C 2.633 -7.842 1.620
C 1.817 -6.860 1.076
C 0.441 -7.225 0.630
O 0.023 -8.354 0.761
H -2.636 -3.414 -1.524
H -3.445 -5.750 -1.407
H -2.018 -7.503 -0.406
H -0.383 -2.850 -0.676
H 3.966 -4.241 1.213
H 5.420 -5.997 2.158
H 4.560 -8.298 2.432
H 2.256 -8.849 1.733
```

Computed properties:
* charge: +1
* LUMO energy: -2.9 eV
* E: -2972.874337 a.u.
* spin multiplicity: 1